Formula: C3H7NO
Source: OMol25
Level of theory: wB97M-V/def2-TZVPD

Bonds (Å) are listed after each position.
Atoms and positions in Å:
1 O -1.974 0.519 -0.098  C2 1.462, H6 1.073
2 C -0.975 -0.535 -0.273  O1 1.462, C3 1.502, H7 1.193, H8 1.163
3 C 0.319 -0.185 0.402  C2 1.502, C4 1.474, N5 1.431, H9 1.078
4 C 1.163 0.889 -0.153  C3 1.474, N5 1.430, H10 1.105, H11 1.056
5 N 1.515 -0.487 -0.324  C3 1.431, C4 1.430, H12 0.987
6 H -2.732 0.201 0.591  O1 1.073
7 H -0.892 -0.692 -1.453  C2 1.193
8 H -1.459 -1.529 0.087  C2 1.163
9 H 0.332 -0.294 1.475  C3 1.078
10 H 1.763 1.609 0.432  C4 1.105
11 H 0.787 1.350 -1.025  C4 1.056
12 H 2.153 -0.844 0.339  N5 0.987

Calculated values
- Orbital gap: 0.384 Ha
- SMILES: OC[C@@H]1CN1
- ΔE to the lowest compared entry with this formula, charge and spin: 65.7 kcal/mol
- Lowest unoccupied orbital energy: 0.03196 Eh
- 2S+1: 1
- Max |F|: 0.080 Eh/bohr
- Total charge: 0

Atomic partial charges in e from the natural (NBO) method, atoms 1 to 4: atom 1 (O): -0.74, atom 2 (C): -0.07, atom 3 (C): -0.13, atom 4 (C): -0.25

Formula: C10H16NS
Source: OMol25
Level of theory: wB97M-V/def2-TZVPD

Bonds (Å) are listed after each position.
Atoms and positions in Å:
1 C -0.705 1.176 -1.025  C2 1.524, H13 1.107, H14 1.101, H15 1.112
2 C 0.584 1.030 -0.224  C1 1.524, C3 1.518, C4 1.577, C7 1.653
3 C 1.174 2.418 -0.057  C2 1.518, H16 1.111, H17 1.108, H18 1.116
4 C 1.578 -0.077 -0.747  C2 1.577, N5 1.554, C6 1.574, H19 1.029
5 N 0.720 -1.107 -1.534  C4 1.554, H20 1.102, H21 0.991, H22 1.003
6 C 1.804 -0.559 0.734  C4 1.574, C7 1.606, H23 1.089, H24 1.135
7 C 0.429 0.151 1.167  C2 1.653, C6 1.606, C8 1.539, H25 1.122
8 C -0.757 -0.829 1.143  C7 1.539, C9 1.431, C12 1.406
9 C -2.083 -0.299 1.045  C8 1.431, C10 1.325, H26 1.050
10 C -2.992 -1.250 0.891  C9 1.325, S11 1.690, H27 1.103
11 S -2.323 -2.787 0.673  C10 1.690, C12 1.723
12 C -0.714 -2.211 0.888  C8 1.406, S11 1.723, H28 1.100
13 H -0.497 1.496 -2.064  C1 1.107
14 H -1.309 2.027 -0.673  C1 1.101
15 H -1.360 0.279 -0.958  C1 1.112
16 H 0.500 2.935 0.659  C3 1.111
17 H 1.025 2.965 -1.009  C3 1.108
18 H 2.242 2.426 0.264  C3 1.116
19 H 2.421 0.291 -1.208  C4 1.029
20 H 1.145 -2.118 -1.643  N5 1.102
21 H 0.507 -0.768 -2.440  N5 0.991
22 H -0.064 -1.172 -0.912  N5 1.003
23 H 2.650 0.060 1.027  C6 1.089
24 H 1.857 -1.658 1.016  C6 1.135
25 H 0.381 0.801 2.081  C7 1.122
26 H -2.199 0.743 1.103  C9 1.050
27 H -4.038 -0.979 0.669  C10 1.103
28 H 0.024 -2.989 1.132  C12 1.100

Calculated values
- Orbital gap: 0.347 Ha
- SMILES: CC1(C)[C@H]([NH3+])C[C@@H]1c1ccsc1
- ΔE to the lowest compared entry with this formula, charge and spin: 9.9 kcal/mol
- Lowest unoccupied orbital energy: -0.11476 Eh
- 2S+1: 1
- Max |F|: 0.077 Eh/bohr
- Total charge: +1

Atomic partial charges in e from the natural (NBO) method, atoms 1 to 4: atom 1 (C): -0.67, atom 2 (C): -0.01, atom 3 (C): -0.62, atom 4 (C): -0.05